A molecular structure, C53H56MnN14O12 at a distorted geometry, computed with ωB97M-V with the def2-TZVPD basis set.

Geometry as ORCA input:
```
! RIJCOSX wB97M-V def2-TZVPD def2/J DEFGRID3
* xyz 0 4
Mn 9.472 17.622 16.310
N 9.918 17.151 19.194
O 9.860 16.615 17.956
O 9.902 18.371 19.348
O 9.912 16.392 20.120
N 8.325 18.184 13.766
O 7.189 18.560 14.043
O 9.351 18.452 14.534
O 8.505 17.494 12.749
O 13.177 18.704 16.591
C 11.988 18.106 16.423
O 10.884 18.776 16.700
O 11.889 17.017 15.907
H 13.078 19.634 16.852
O 7.506 14.439 15.025
C 8.475 15.220 15.597
O 8.078 16.424 15.871
O 9.490 14.760 15.923
H 7.744 13.549 14.853
C 11.233 20.839 20.316
C 10.998 22.233 19.877
N 10.764 23.320 19.579
H 10.322 20.303 20.564
H 11.952 20.829 21.143
H 11.613 20.298 19.369
C 11.452 14.972 13.161
C 12.166 13.735 13.391
N 12.854 12.815 13.332
H 11.795 15.669 13.926
H 10.354 14.862 13.268
H 11.707 15.461 12.215
C 7.347 15.157 11.109
C 6.702 13.889 10.913
N 6.323 12.830 10.677
H 6.833 16.011 10.675
H 8.372 15.094 10.690
H 7.541 15.317 12.163
N 19.007 20.980 16.581
C 19.198 19.648 16.623
C 18.194 18.717 16.414
C 16.884 19.214 16.139
C 16.702 20.598 16.013
C 17.800 21.396 16.262
H 20.170 19.310 17.055
H 18.440 17.682 16.284
H 16.072 18.476 15.969
H 15.774 21.063 15.763
H 17.734 22.487 16.248
N 14.040 19.238 13.140
C 14.947 20.218 13.400
C 14.530 21.529 13.561
C 13.185 21.798 13.420
C 12.270 20.773 13.103
C 12.713 19.502 13.015
H 16.002 19.966 13.569
H 15.214 22.326 13.848
H 12.769 22.814 13.390
H 11.269 21.019 12.876
H 12.125 18.647 12.784
N 7.918 19.078 17.170
C 6.830 18.598 17.782
C 5.993 19.500 18.510
C 6.323 20.849 18.650
C 7.513 21.317 18.060
C 8.259 20.408 17.308
H 6.629 17.570 17.449
H 5.021 19.213 18.966
H 5.618 21.404 19.361
H 7.733 22.390 18.099
H 8.969 20.776 16.603
N 14.931 19.366 22.688
C 15.619 18.724 21.775
C 15.054 17.774 20.887
C 13.712 17.515 20.881
C 13.012 18.173 21.902
C 13.616 19.090 22.744
H 16.713 18.984 21.770
H 15.667 17.273 20.184
H 13.190 16.961 20.104
H 11.922 18.008 22.042
H 13.071 19.539 23.576
N 7.666 11.727 14.746
C 6.806 10.690 14.758
C 7.198 9.435 15.095
C 8.539 9.138 15.266
C 9.428 10.197 15.209
C 8.961 11.494 14.942
H 5.770 10.860 14.566
H 6.439 8.642 15.144
H 8.946 8.158 15.415
H 10.455 9.934 15.410
H 9.624 12.375 15.012
N 8.738 21.872 11.970
C 8.790 21.740 13.287
C 9.361 22.669 14.130
C 9.522 23.948 13.637
C 9.367 24.169 12.295
C 9.045 23.064 11.472
H 8.396 20.803 13.605
H 9.384 22.570 15.186
H 9.643 24.762 14.331
H 9.333 25.171 11.907
H 8.885 23.193 10.408
N 15.765 15.290 16.023
C 14.864 15.989 15.349
C 14.974 16.229 13.989
C 16.072 15.737 13.308
C 17.001 15.010 14.004
C 16.764 14.735 15.330
H 14.031 16.394 15.952
H 14.298 16.764 13.366
H 16.234 15.940 12.226
H 17.744 14.443 13.536
H 17.416 14.107 15.881
N 13.053 21.142 17.536
C 14.056 21.657 18.252
C 14.469 22.963 18.090
C 13.761 23.730 17.158
C 12.714 23.153 16.397
C 12.359 21.821 16.638
H 14.475 21.004 18.988
H 15.251 23.365 18.660
H 13.980 24.821 17.030
H 12.131 23.759 15.699
H 11.622 21.324 16.023
N 12.750 14.576 19.126
C 13.086 13.914 17.981
C 13.073 12.538 17.803
C 12.662 11.726 18.880
C 12.251 12.400 20.016
C 12.267 13.816 20.105
H 13.517 14.654 17.225
H 13.407 12.053 16.927
H 12.684 10.649 18.751
H 12.039 11.948 20.975
H 11.948 14.400 20.932
*
```

The value obtained for the total energy is -132610.1250 eV. The orbital gap (spin up / spin down) comes out at 3.6 / 6.9 eV.